{
  "formula": "C13H15FIrN3O4S2",
  "method": "ωB97M-V/def2-TZVPD",
  "species": ["Ir", "N", "C", "C", "C", "O", "O", "H", "H", "H", "H", "H", "H", "O", "C", "C", "C", "C", "C", "C", "C", "O", "N", "N", "C", "S", "C", "C", "S", "H", "H", "H", "H", "H", "H", "H", "H", "H", "F"],
  "positions_angstrom": [[0.105677, 0.010446, -0.340709], [0.360827, -0.960630, -2.519018], [1.717263, -1.430829, -2.787077], [2.191269, -2.381006, -1.688705], [2.754228, -1.630275, -0.434260], [3.924137, -1.785796, -0.160839], [1.908605, -0.943123, 0.218727], [-0.309478, -1.718125, -2.613365], [0.093471, -0.200600, -3.138850], [2.378556, -0.562439, -2.858200], [1.751802, -1.963231, -3.751358], [2.993742, -3.020605, -2.055735], [1.355664, -3.002995, -1.356769], [-3.868653, -0.750265, -2.704446], [-4.682729, -0.004334, -1.942724], [-5.956464, 0.301438, -2.423557], [-6.829872, 1.043394, -1.660313], [-6.456719, 1.504966, -0.402999], [-5.194166, 1.237549, 0.074456], [-4.288831, 0.491663, -0.685330], [-2.915509, 0.316969, -0.212487], [-2.070544, -0.383932, -0.882439], [-2.589738, 0.928191, 0.905401], [-1.300370, 0.862836, 1.237527], [-0.907680, 1.476356, 2.299799], [0.754516, 1.430498, 2.787465], [0.385762, 2.071402, 4.472600], [-0.686152, 3.122091, 4.319931], [-2.020685, 2.403841, 3.292657], [-3.012168, -0.821774, -2.223531], [-6.232178, -0.053355, -3.403474], [-7.811074, 1.270037, -2.045484], [-7.146838, 2.083019, 0.191013], [-4.869202, 1.604795, 1.035807], [1.305679, 2.470923, 4.894928], [0.042319, 1.230784, 5.076114], [-0.307157, 4.006228, 3.806142], [-1.119194, 3.401293, 5.277414], [0.469427, 1.890670, -1.131394]],
  "atomic_forces_ev_per_a": [[0.079, 0.230, -0.047], [-0.538, 0.527, 0.659], [0.478, -0.449, -0.215], [0.284, 0.495, 0.560], [1.148, -2.107, -2.284], [-0.186, 0.366, 0.385], [-2.270, 2.079, 1.040], [-0.014, 0.117, -0.028], [-0.050, -0.093, 0.031], [-0.090, -0.081, -0.008], [-0.021, 0.239, 0.190], [-0.110, 0.058, 0.018], [-0.005, -0.116, -0.092], [0.347, -0.190, -0.218], [-0.176, 0.346, 0.497], [0.129, -0.139, -0.056], [0.093, -0.031, 0.014], [-0.036, 0.064, 0.139], [-0.027, -0.065, -0.139], [-0.225, -0.152, -0.399], [0.277, 0.826, 1.632], [1.505, -0.446, -0.601], [-1.549, 0.410, -0.316], [1.677, -0.774, -0.537], [-0.485, 0.057, -0.161], [0.147, 0.256, 0.431], [0.103, -0.343, -0.303], [-0.220, -0.097, -0.359], [0.267, -0.098, -0.012], [-0.302, 0.022, -0.147], [-0.034, -0.085, -0.119], [-0.139, 0.021, -0.070], [-0.075, 0.054, 0.057], [-0.001, 0.032, 0.024], [0.041, 0.006, -0.079], [0.014, 0.082, 0.036], [0.012, -0.009, 0.116], [-0.025, 0.025, 0.042], [-0.022, -1.039, 0.323]],
  "mulliken_charge": [1.80, -0.47, -0.61, -0.62, 0.63, -0.62, -0.73, 0.25, 0.29, 0.37, 0.39, 0.29, 0.33, -0.67, 0.21, -0.72, -0.36, -0.75, -0.33, 0.21, 1.09, -1.11, -0.33, -0.41, 0.48, -0.13, -0.61, -0.57, -0.03, 0.35, 0.42, 0.38, 0.39, 0.46, 0.38, 0.31, 0.32, 0.38, -0.68],
  "homo_lumo_gap_ev": [8.13, 5.63],
  "max_force_ev_per_a": 3.313,
  "lumo_energy_ev": [0.0240, -2.4422],
  "spin_multiplicity": 5,
  "e_tot_ev": -53608.8183
}